# 1
Computed, not measured: a cluster of 2 separate species, C4H4Cl4 in total at a distorted geometry, with ωB97M-V/def2-TZVPD.

Last column: Mulliken charge in e.
Positions of all 12 atoms, in Å:
C1 -0.431 -0.347 0.887  0.64
C2 -0.533 0.079 -0.348  -0.49
C3 -0.422 -1.657 1.526  -1.04
C4 1.004 2.236 -1.718  0.03
Cl1 -0.183 0.995 1.981  -0.24
Cl2 -0.810 -0.807 -1.719  -0.19
Cl3 0.310 2.048 -3.288  -0.04
Cl4 2.685 2.285 -1.737  -0.04
H1 -0.826 -2.350 0.681  0.24
H2 -0.794 -1.666 2.497  0.38
H3 0.607 -2.006 1.668  0.28
H4 -0.608 1.190 -0.430  0.47

Forces on the atoms, in the same order (eV/Å):
0.482 0.952 1.077
-0.776 2.375 0.673
1.212 -1.872 -3.697
-0.604 0.367 -0.082
0.058 0.152 0.728
-0.232 -1.312 -1.346
0.546 0.093 0.233
0.296 -0.095 -0.356
0.114 0.628 2.111
-1.539 -0.189 1.304
0.147 0.176 -0.170
0.295 -1.276 -0.474

Values from the calculation:
**HOMO**: -8.99 eV
**Electronic energy**: -1995.4396 a.u.
**Max |F|**: 4.3 eV Å⁻¹
**Net charge**: 0
**Gap between HOMO and LUMO**: 7.87 eV



# 2
Computed, not measured: a cluster of 3 separate species, C5H14N2O in total at a distorted geometry, with ωB97M-V/def2-TZVPD.

Last column: Mulliken charge in e.
Positions of all 22 atoms, in Å:
C1 -0.015 0.480 0.234  1.26
C2 -0.659 -0.637 -0.294  -0.43
C3 0.749 -1.633 0.991  -0.70
C4 1.261 1.000 -0.368  -1.38
C5 -0.442 1.038 1.563  -1.60
N1 -0.373 -1.224 -1.521  -0.53
N2 -1.653 1.316 -1.128  -0.83
O1 1.543 -2.326 0.106  -0.51
H1 0.997 -2.513 -0.683  0.39
H2 -1.589 -0.954 0.158  0.54
H3 0.214 -0.654 -2.118  0.21
H4 -1.225 -1.451 -2.019  0.24
H5 -1.143 1.954 -1.742  0.16
H6 -2.166 1.931 -0.495  0.18
H7 1.382 -1.104 1.698  0.40
H8 -0.014 -2.225 1.501  0.34
H9 -0.663 2.100 1.450  0.48
H10 2.082 0.291 -0.225  0.29
H11 1.150 1.163 -1.442  0.37
H12 1.541 1.953 0.082  0.39
H13 -1.335 0.543 1.948  0.30
H14 0.358 0.950 2.304  0.40

Forces on the atoms, in the same order (eV/Å):
-1.072 1.181 -1.000
1.617 -1.702 1.300
-1.001 -0.078 -0.693
-0.066 -0.011 -0.169
-0.010 -0.092 -0.001
0.002 0.076 0.073
0.786 0.249 0.571
-0.111 0.024 -0.131
0.049 0.077 0.077
0.036 0.129 -0.038
-0.078 0.031 0.087
0.094 0.002 0.076
-0.176 0.106 -0.033
-0.011 0.073 -0.101
-0.137 0.311 -0.072
0.104 -0.140 0.068
0.052 -0.081 -0.032
-0.073 -0.009 0.065
-0.004 -0.019 0.072
-0.057 -0.057 -0.001
0.055 -0.009 -0.061
0.000 -0.060 -0.057

Values from the calculation:
**HOMO (alpha / beta)**: -6.62 / -6.62 eV
**Electronic energy**: -383.4878 a.u.
**Max |F|**: 2.7 eV Å⁻¹
**Net charge**: 0
**Gap between HOMO and LUMO (alpha / beta)**: 7.40 / 7.40 eV



# 3
Computed, not measured: a structure of composition C37H51FMnN5O6PS at a distorted geometry, with ωB97M-V/def2-TZVPD.

Last column: Löwdin spin population.
Positions of all 103 atoms, in Å:
Mn1 -0.405 0.238 0.258  4.72
S1 -1.753 -1.770 -0.881  0.03
C1 -0.624 -2.651 0.065  0.01
C2 -0.645 -4.047 0.187  0.00
C3 0.356 -4.661 0.901  0.00
C4 1.352 -3.883 1.489  0.00
C5 1.279 -2.512 1.356  0.01
N1 0.325 -1.907 0.662  0.03
H1 -1.440 -4.595 -0.294  0.00
H2 0.371 -5.735 0.998  0.00
H3 2.159 -4.338 2.036  0.00
H4 2.021 -1.859 1.797  0.00
C6 3.561 1.860 -0.505  0.00
C7 2.470 1.568 0.497  0.01
O1 1.821 0.529 0.460  0.03
N2 2.306 2.504 1.455  0.00
C8 1.232 2.420 2.428  0.00
C9 -0.068 2.989 1.909  0.01
C10 -0.796 3.909 2.648  0.00
C11 -1.986 4.397 2.132  0.00
C12 -2.406 3.948 0.887  0.00
C13 -1.615 3.033 0.218  0.01
N3 -0.471 2.551 0.708  0.02
H5 3.811 0.945 -1.031  0.00
H6 4.447 2.248 -0.009  0.00
H7 3.196 2.588 -1.226  0.00
H8 2.801 3.378 1.374  0.00
H9 1.541 2.925 3.343  0.00
H10 1.067 1.354 2.637  0.00
H11 -0.443 4.233 3.616  0.00
H12 -2.558 5.132 2.676  0.00
H13 -3.330 4.286 0.444  0.00
H14 -1.901 2.657 -0.756  0.00
O2 0.113 0.896 -1.906  0.03
P1 0.115 0.490 -3.343  0.00
C14 1.363 1.602 -4.194  0.00
C15 1.175 3.063 -3.752  0.00
C16 0.632 3.931 -4.881  0.00
C17 1.630 4.001 -6.041  0.00
C18 2.333 2.654 -6.247  0.00
C19 1.495 1.493 -5.712  0.00
C20 -1.651 0.519 -3.921  0.00
C21 -2.293 1.849 -3.527  0.00
C22 -3.722 1.891 -4.049  0.00
C23 -3.735 1.955 -5.581  0.00
C24 -2.463 1.346 -6.177  0.00
C25 -1.989 0.142 -5.369  0.00
C26 0.681 -1.277 -3.487  0.00
C27 1.981 -1.437 -2.700  0.00
C28 2.402 -2.904 -2.615  0.00
C29 2.298 -3.612 -3.976  0.00
C30 2.103 -2.615 -5.111  0.00
C31 0.796 -1.847 -4.910  0.00
H15 2.290 1.233 -3.733  0.00
H16 2.139 3.476 -3.443  0.00
H17 0.513 3.098 -2.883  0.00
H18 0.425 4.936 -4.509  0.00
H19 -0.310 3.518 -5.242  0.00
H20 2.376 4.773 -5.844  0.00
H21 1.097 4.292 -6.948  0.00
H22 3.296 2.652 -5.734  0.00
H23 2.530 2.497 -7.308  0.00
H24 1.992 0.560 -5.978  0.00
H25 0.517 1.504 -6.193  0.00
H26 -2.055 -0.248 -3.241  0.00
H27 -1.732 2.694 -3.927  0.00
H28 -2.292 1.923 -2.442  0.00
H29 -4.252 2.749 -3.635  0.00
H30 -4.235 0.993 -3.706  0.00
H31 -3.816 2.992 -5.914  0.00
H32 -4.608 1.424 -5.959  0.00
H33 -1.675 2.100 -6.206  0.00
H34 -2.645 1.035 -7.207  0.00
H35 -1.133 -0.311 -5.863  0.00
H36 -2.786 -0.603 -5.357  0.00
H37 -0.107 -1.810 -2.936  0.00
H38 1.836 -1.044 -1.689  0.00
H39 2.776 -0.866 -3.185  0.00
H40 1.773 -3.418 -1.887  0.00
H41 3.430 -2.951 -2.251  0.00
H42 1.446 -4.292 -3.979  0.00
H43 3.192 -4.207 -4.162  0.00
H44 2.065 -3.135 -6.071  0.00
H45 2.945 -1.922 -5.157  0.00
H46 -0.041 -2.523 -5.095  0.00
H47 0.742 -1.056 -5.656  0.00
F1 -1.206 -4.473 4.015  0.00
C32 -1.228 -3.196 4.441  0.00
C33 -2.190 -2.359 4.009  0.00
N4 -2.279 -1.067 4.433  0.00
C34 -2.983 -0.110 3.605  0.00
C35 -2.049 0.199 2.405  0.01
O3 -2.538 0.564 1.324  0.03
O4 -0.823 0.036 2.608  0.03
C36 -1.298 -0.523 5.250  0.00
O5 -1.304 0.629 5.611  0.00
N5 -0.349 -1.417 5.685  0.00
C37 -0.177 -2.753 5.343  0.00
O6 0.750 -3.396 5.775  0.00
H48 -2.940 -2.691 3.307  0.00
H49 -3.120 0.806 4.182  0.00
H50 -3.943 -0.496 3.267  0.00
H51 0.374 -1.013 6.269  0.00

Forces on the atoms, in the same order (eV/Å):
-0.122 -0.605 -0.201
-0.535 0.308 -0.141
0.008 0.097 -0.257
0.114 0.025 0.085
0.010 0.127 -0.015
0.052 0.000 0.055
0.243 -0.217 0.093
-0.192 0.069 -0.179
-0.024 -0.086 -0.015
0.024 -0.157 0.046
0.106 -0.034 0.155
0.061 0.040 0.084
-0.138 -0.220 0.062
0.533 0.265 0.024
-0.100 0.005 0.090
-0.190 0.047 -0.072
-0.141 -0.376 -0.013
0.030 0.073 0.003
-0.047 -0.026 -0.110
0.087 -0.160 -0.314
0.088 0.152 0.148
0.126 0.040 -0.038
-0.133 0.132 0.294
-0.022 -0.045 -0.018
0.091 0.114 -0.010
-0.036 0.107 -0.070
0.023 -0.121 -0.094
-0.069 -0.072 -0.049
0.013 0.236 0.138
0.075 -0.002 0.054
-0.119 0.016 0.098
-0.043 0.046 -0.028
-0.018 -0.008 0.117
-0.060 0.472 1.265
-0.003 -1.024 -0.741
-0.487 -0.536 0.258
-0.314 0.186 0.106
0.182 0.097 0.054
-0.093 -0.003 0.026
-0.124 -0.026 -0.129
0.329 -0.047 -0.069
0.733 0.118 0.306
-0.252 -0.079 0.281
0.052 0.159 -0.064
0.041 -0.001 -0.055
-0.093 -0.148 -0.051
0.133 0.020 -0.204
-0.273 0.699 0.104
-0.114 -0.044 0.351
0.000 0.070 -0.066
0.157 0.047 -0.166
-0.203 -0.154 -0.056
0.143 0.081 -0.237
-0.093 -0.037 -0.062
0.023 -0.004 0.084
0.146 0.095 0.058
-0.104 -0.028 -0.013
-0.099 0.032 0.018
-0.027 0.046 -0.022
0.051 0.043 -0.038
0.080 -0.042 0.002
0.123 -0.007 0.004
-0.122 -0.071 -0.027
-0.102 -0.072 -0.087
0.118 0.072 -0.091
0.058 0.129 0.049
0.064 0.058 -0.079
-0.067 -0.035 0.056
-0.094 -0.059 0.081
-0.081 0.016 -0.018
-0.061 0.028 -0.067
0.081 0.036 -0.059
0.051 0.081 -0.048
-0.077 -0.134 -0.078
0.004 -0.103 -0.051
0.093 0.142 0.002
0.152 0.067 -0.108
0.089 0.114 0.066
-0.004 0.012 0.142
-0.024 -0.023 0.097
-0.047 -0.126 0.002
-0.031 -0.125 0.017
0.053 0.023 -0.005
0.079 0.036 -0.030
-0.032 0.030 -0.054
-0.062 -0.074 -0.107
0.070 0.214 0.175
-0.483 -0.052 -0.450
0.562 -0.821 0.148
-0.055 0.369 0.519
0.408 0.328 -0.567
-0.466 0.040 0.338
-0.171 0.248 -0.397
0.570 0.019 -0.322
-0.295 -0.322 0.100
0.106 0.493 0.081
0.314 0.120 0.205
-0.149 0.166 -0.135
0.107 -0.239 -0.003
-0.008 -0.020 -0.065
-0.091 -0.155 -0.082
0.088 -0.051 0.048
-0.155 -0.114 -0.059

Values from the calculation:
**HOMO (alpha / beta)**: -6.80 / -6.80 eV
**Electronic energy**: -4156.3921 a.u.
**Max |F|**: 1.4 eV Å⁻¹
**Net charge**: 0
**Multiplicity**: 6
**Expectation value of S²**: 8.75
**Gap between HOMO and LUMO (alpha / beta)**: 7.04 / 7.04 eV



# 4
Computed, not measured: a cluster of 2 separate species, C10H13O3 in total at a distorted geometry, with ωB97M-V/def2-TZVPD.

Last column: Mulliken charge in e.
Positions of all 26 atoms, in Å:
C1 1.341 0.860 -2.376  -0.33
C2 0.295 1.947 -2.129  -0.95
C3 0.752 -0.541 -2.614  0.48
O1 -0.283 -0.766 -3.185  -0.63
O2 1.491 -1.508 -2.064  -0.57
H1 2.004 0.998 -3.231  0.38
H2 1.991 0.763 -1.515  0.36
H3 0.680 2.926 -2.396  0.32
H4 0.035 1.879 -1.069  0.15
H5 -0.636 1.639 -2.609  0.28
C4 -2.778 1.024 2.843  -1.37
C5 -1.517 -0.918 1.682  -0.40
C6 -1.521 0.304 2.342  0.61
C7 -0.413 -1.290 0.907  -0.36
C8 0.789 -0.567 0.972  0.38
C9 -0.329 1.017 2.391  -0.24
C10 0.857 0.587 1.800  -0.82
O3 1.878 -0.939 0.340  -0.93
H6 -2.431 -1.482 1.522  0.27
H7 -0.532 -2.140 0.253  0.42
H8 -3.585 0.311 2.979  0.36
H9 -3.070 1.747 2.094  0.26
H10 -0.317 2.033 2.788  0.23
H11 1.778 -1.155 -1.117  0.34
H12 1.787 1.119 1.922  0.38
H13 -2.484 1.514 3.728  0.38

Forces on the atoms, in the same order (eV/Å):
-0.193 -0.601 -0.042
-0.052 -1.191 0.267
0.475 -0.197 1.281
-0.274 0.192 -0.731
-0.313 0.515 -0.434
-0.106 0.419 -0.197
0.204 0.093 0.166
-0.359 0.175 -0.025
0.208 0.441 0.078
0.133 0.535 -0.539
0.881 -1.538 -1.262
0.204 0.532 -1.263
-0.446 0.404 0.240
-0.791 0.081 0.810
1.890 -0.149 -0.113
0.900 0.556 -0.253
-1.673 -0.623 -0.013
-0.185 0.196 -0.321
-0.110 0.015 0.325
0.408 -0.179 -0.063
-0.204 0.076 0.288
-0.282 0.342 -0.139
-0.170 -0.204 0.406
0.011 -0.688 0.450
0.085 0.079 -0.198
-0.240 0.719 1.282

Values from the calculation:
**HOMO**: -3.54 eV
**Electronic energy**: -614.6368 a.u.
**Max |F|**: 2.2 eV Å⁻¹
**Net charge**: -1
**Gap between HOMO and LUMO**: 7.10 eV